a) ORCA calculation (ωB97M-V with the def2-TZVPD basis set) on one molecule with the formula C3H8N2.

As for the charge: 0. Its gap between HOMO and LUMO is 9.89 eV. Its HOMO energy is -8.815 eV.

Positions of all 13 atoms, in Å:
C  -1.744  -0.679  0.034
C  -0.769  0.424  0.531
N  0.404  0.531  -0.292
C  1.727  0.225  -0.070
N  2.553  -0.116  -0.947
H  -1.126  -1.531  -0.065
H  -2.561  -0.650  0.653
H  -2.218  -0.390  -0.972
H  -0.583  0.218  1.553
H  -1.504  1.300  0.483
H  0.202  0.623  -1.268
H  2.185  0.381  0.895
H  3.435  -0.334  -0.535

---

b) ORCA calculation (ωB97M-V with the def2-TZVPD basis set) on one molecule with the formula C3H8N2.

As for the charge: 0. Its gap between HOMO and LUMO is 9.45 eV. Its HOMO energy is -8.635 eV.

Positions of all 13 atoms, in Å:
C  1.250  -1.222  -0.514
C  -1.225  -0.679  -0.401
C  0.384  0.880  0.484
H  0.871  -1.906  -1.438
H  1.668  -1.937  0.372
H  2.155  -0.539  -0.858
H  -1.818  -0.716  0.525
H  -1.302  -1.629  -0.868
H  -1.708  0.020  -1.063
H  1.435  1.038  0.751
H  -1.435  1.521  0.531
N  0.119  -0.356  -0.079
N  -0.451  1.825  0.741

---

The computed energies, referenced to the most stable structure and given in eV, are a) 0.000; b) 0.133.

---

a) ORCA calculation (ωB97M-V with the def2-TZVPD basis set) on one molecule with the formula C3H8N2.

As for the charge: 0. Its gap between HOMO and LUMO is 10.09 eV. Its HOMO energy is -8.926 eV.

Positions of all 13 atoms, in Å:
C  0.479  -0.071  0.476
C  0.045  1.099  -0.483
C  -0.281  -1.019  -0.483
H  -0.892  -0.069  1.872
H  0.556  -0.757  2.320
H  1.548  -0.202  0.505
H  -0.821  1.617  -0.132
H  0.888  1.752  -0.786
H  -1.043  0.173  -2.091
H  0.300  -1.892  -0.667
H  -1.337  -1.291  -0.184
N  0.122  0.003  1.843
N  -0.216  0.085  -1.542

---

b) ORCA calculation (ωB97M-V with the def2-TZVPD basis set) on one molecule with the formula C3H8N2.

As for the charge: 0. Its gap between HOMO and LUMO is 10.26 eV. Its HOMO energy is -9.176 eV.

Positions of all 13 atoms, in Å:
C  -0.375  0.172  0.384
C  -0.430  0.092  1.976
C  0.507  -0.691  -1.593
N  0.494  1.091  -0.104
N  0.771  -0.291  -0.256
H  -1.270  0.098  -0.162
H  -0.483  1.075  2.404
H  0.606  -0.310  2.096
H  -1.232  -0.515  2.297
H  1.508  -0.780  -2.156
H  -0.074  -1.570  -1.620
H  -0.084  0.080  -2.233
H  0.062  1.547  -1.033

---

The computed energies, referenced to the most stable structure and given in eV, are a) 0.000; b) 1.670.

---

a) ORCA calculation (ωB97M-V with the def2-TZVPD basis set) on one molecule with the formula CH4N2O2S.

As for the charge: 0. Its gap between HOMO and LUMO (spin up / spin down) is 7.64 / 9.32 eV. Its HOMO energy (spin up / spin down) is -8.152 / -9.807 eV.

Positions of all 10 atoms, in Å:
C  -0.033  -0.315  -0.089
N  -0.404  0.038  1.283
N  1.015  0.628  -0.517
O  3.333  1.125  -0.113
O  0.429  -0.489  2.154
S  2.134  1.401  0.560
H  0.273  -1.355  -0.133
H  -0.916  -0.196  -0.724
H  -0.581  1.122  1.265
H  1.618  0.162  -1.275

---

b) ORCA calculation (ωB97M-V with the def2-TZVPD basis set) on a 2-piece molecular cluster, CH4N2O2S overall.

As for the charge: 0. Its gap between HOMO and LUMO (spin up / spin down) is 7.82 / 9.36 eV. Its HOMO energy (spin up / spin down) is -9.089 / -9.782 eV.

Positions of all 10 atoms, in Å:
C  -0.772  -0.422  -0.439
N  1.577  0.852  0.938
N  1.271  0.702  -0.515
O  3.669  0.414  -0.615
O  2.445  -1.505  0.441
S  2.505  -0.153  -0.004
H  -1.605  0.298  -0.480
H  -0.306  -0.768  -1.349
H  -0.608  -0.843  0.580
H  1.761  1.800  1.216

---

The computed energies, referenced to the most stable structure and given in eV, are a) 0.000; b) 1.896.

---

a) ORCA calculation (ωB97M-V with the def2-TZVPD basis set) on one molecule with the formula CH4N2O2S.

As for the charge: 0. Its gap between HOMO and LUMO is 9.59 eV. Its HOMO energy is -9.255 eV.

Positions of all 10 atoms, in Å:
C  -0.595  -0.344  -0.282
N  -1.740  -0.111  0.342
N  0.287  0.478  -0.796
O  2.378  1.330  0.208
O  1.830  -1.102  0.615
S  2.145  -0.117  -0.376
H  -0.449  -1.444  -0.449
H  -2.114  -0.885  0.726
H  -2.102  0.742  0.618
H  0.360  1.453  -0.604

---

b) ORCA calculation (ωB97M-V with the def2-TZVPD basis set) on one molecule with the formula CH4N2O2S.

As for the charge: 0. Its gap between HOMO and LUMO is 10.45 eV. Its HOMO energy is -9.767 eV.

Positions of all 10 atoms, in Å:
C  0.444  -0.087  -0.078
N  1.512  -0.790  0.372
N  0.448  1.135  -0.340
O  -0.676  -0.876  -0.409
O  -2.605  0.278  0.721
S  -2.222  -0.325  -0.523
H  2.258  -0.152  0.659
H  1.493  -1.515  0.979
H  1.340  1.457  -0.175
H  -1.990  0.875  -1.207

---

The computed energies, referenced to the most stable structure and given in eV, are a) 0.000; b) 0.375.

---

a) ORCA calculation (ωB97M-V with the def2-TZVPD basis set) on CH4N2O2S as an isolated structure.

As for the charge: 0. Its gap between HOMO and LUMO is 10.00 eV. Its HOMO energy is -9.842 eV.

Positions of all 10 atoms, in Å:
C  -0.728  -0.465  -0.152
N  -1.920  0.042  0.233
N  0.165  0.222  -0.673
O  2.915  1.317  0.340
O  2.410  -1.160  0.593
S  2.468  -0.034  -0.308
H  -0.589  -1.556  -0.234
H  -2.605  -0.588  0.590
H  -2.018  1.037  0.210
H  -0.097  1.185  -0.599

---

b) ORCA calculation (ωB97M-V with the def2-TZVPD basis set) on a 2-piece molecular cluster, CH4N2O2S overall.

As for the charge: 0. Its gap between HOMO and LUMO is 10.09 eV. Its HOMO energy is -9.356 eV.

Positions of all 10 atoms, in Å:
C  -1.179  -1.667  0.506
N  2.044  2.326  -0.963
N  2.137  3.126  -1.723
O  1.998  1.429  -0.242
O  -0.930  0.703  -0.466
S  0.009  -0.342  -0.174
H  -1.281  -1.661  1.599
H  -2.115  -1.270  0.022
H  -1.145  -2.689  0.323
H  0.463  0.045  1.116

---

The computed energies, referenced to the most stable structure and given in eV, are a) 0.000; b) 2.787.

---

a) ORCA calculation (ωB97M-V with the def2-TZVPD basis set) on a 2-piece molecular cluster, CH4N2O2S overall.

As for the charge: 0. Its gap between HOMO and LUMO (spin up / spin down) is 8.12 / 8.12 eV. Its HOMO energy (spin up / spin down) is -9.281 / -9.279 eV.

Positions of all 10 atoms, in Å:
C  -0.024  -0.314  0.160
N  -0.836  0.473  -0.653
N  0.232  -1.527  -0.427
O  0.752  -2.368  0.313
O  -0.289  -1.750  -1.499
S  -0.237  -0.438  1.975
H  1.619  0.267  0.164
H  -0.666  0.048  -1.629
H  -0.879  1.436  -0.652
H  -1.403  0.217  1.899

---

b) ORCA calculation (ωB97M-V with the def2-TZVPD basis set) on a 2-piece molecular cluster, CH4N2O2S overall.

As for the charge: 0. Its gap between HOMO and LUMO is 8.32 eV. Its HOMO energy is -9.445 eV.

Positions of all 10 atoms, in Å:
C  -2.007  0.582  -0.485
N  -0.052  -0.429  0.047
N  -1.117  0.054  0.479
O  3.495  -1.700  0.215
O  2.906  0.402  1.221
S  3.515  -0.266  0.125
H  -2.585  1.505  -0.088
H  -1.628  0.843  -1.502
H  -2.838  -0.109  -0.831
H  0.312  -0.882  0.819

---

The computed energies, referenced to the most stable structure and given in eV, are a) 3.652; b) 0.000.

---

a) ORCA calculation (ωB97M-V with the def2-TZVPD basis set) on a 2-piece molecular cluster, CH4N2O2S overall.

As for the charge: 0. Its gap between HOMO and LUMO (spin up / spin down) is 9.41 / 9.41 eV. Its HOMO energy (spin up / spin down) is -10.321 / -10.322 eV.

Positions of all 10 atoms, in Å:
C  1.654  0.153  -0.014
N  -1.000  0.878  -0.191
N  0.402  -0.456  0.083
O  -3.233  0.785  0.652
O  -2.129  -1.446  0.301
S  -2.195  -0.019  0.169
H  1.985  0.577  0.926
H  2.378  -0.567  -0.257
H  1.880  1.090  -0.784
H  0.259  -0.994  -0.884

---

b) ORCA calculation (ωB97M-V with the def2-TZVPD basis set) on one molecule with the formula CH4N2O2S.

As for the charge: 0. Its gap between HOMO and LUMO is 10.14 eV. Its HOMO energy is -9.723 eV.

Positions of all 10 atoms, in Å:
C  -0.509  -0.473  0.057
H  -2.453  -0.226  -1.259
H  -0.138  1.284  -1.039
H  0.794  -1.335  1.200
H  1.041  1.677  1.343
N  -0.875  0.586  -0.632
N  0.600  -0.469  0.793
O  -1.652  0.312  -1.861
O  -1.301  -1.487  0.149
S  1.835  0.626  0.749

---

The computed energies, referenced to the most stable structure and given in eV, are a) 2.632; b) 0.000.